Here is the molecule C5H9NO from the OMol25 dataset. Energies are from ωB97M-V/def2-TZVPD.

Last column: Löwdin charge in e.
Geometry (Å):
C -1.88589 -0.15912 -0.60459  -0.0520
C -1.21944 0.61952 0.51904  -0.3038
N -0.67639 0.05079 1.67682  0.0140
C 0.28436 0.50982 0.77163  -0.2231
C 1.05269 -0.55076 0.03474  -0.2814
C 1.82386 -0.28334 -1.18076  -0.1107
O 2.46818 -0.48262 0.07012  -0.0367
H -2.03112 0.51648 -1.45554  0.0769
H -2.87066 -0.53468 -0.31125  0.0720
H -1.29600 -1.00964 -0.95879  0.0675
H -1.66279 1.61207 0.65040  0.1275
H -0.82679 -0.39550 2.56842  0.1286
H 0.85524 1.41982 0.99318  0.1492
H 0.62715 -1.53724 0.22754  0.1459
H 1.98489 -1.06296 -1.92650  0.1106
H 1.86866 0.73593 -1.56835  0.1156

Properties
SMILES: C[C@H]1N[C@H]1[C@H]1CO1
LUMO energy, hartree: 0.0431
Relative energy (zero: lowest compared OMol25 entry of this formula, charge and spin), kcal/mol: 86.1
Kohn-Sham gap, eV: 9.927

***

Here is the molecule C5H9NO from the OMol25 dataset. Energies are from ωB97M-V/def2-TZVPD.

Last column: Löwdin charge in e.
Geometry (Å):
C 1.23713 -0.84432 0.00368  -0.0241
C 0.13748 0.23173 -0.12326  -0.4943
C 0.74278 1.56401 -0.52565  -0.0280
N -1.11808 -0.20082 -0.80997  0.0220
C -1.64050 -0.82525 0.42852  -0.1016
C -0.76972 0.22498 1.11282  -0.3437
O -0.89659 0.96323 2.04736  0.1286
H 1.77208 -0.74354 0.95585  0.0928
H 1.97845 -0.74071 -0.79591  0.0800
H 0.83014 -1.85917 -0.04038  0.0752
H 1.26827 1.48055 -1.48442  0.0810
H 1.48095 1.86898 0.22700  0.0911
H -0.01718 2.34450 -0.60016  0.0861
H -1.03539 -0.81056 -1.61646  0.1114
H -2.71836 -0.81416 0.60717  0.1144
H -1.25147 -1.83945 0.61380  0.1091

Properties
SMILES: CC1(C)NCC1=O
LUMO energy, hartree: 0.0338
Relative energy (zero: lowest compared OMol25 entry of this formula, charge and spin), kcal/mol: 41.7
Kohn-Sham gap, eV: 10.440

***

Here is the molecule C5H9NO from the OMol25 dataset. Energies are from ωB97M-V/def2-TZVPD.

Last column: Löwdin charge in e.
Geometry (Å):
C 1.06854 1.14653 0.71912  -0.0448
C 0.15676 0.17585 -0.02809  -0.5449
C 0.97643 -0.75901 -0.95004  -0.0215
C -0.77414 -0.55869 0.95420  -0.1233
O -1.91932 -0.87399 0.14718  -0.0388
C -1.88228 0.09530 -0.80151  -0.2260
N -0.84725 0.81422 -0.91949  0.1225
H 1.75199 1.65226 0.03127  0.0825
H 1.67959 0.57525 1.43151  0.0887
H 0.50887 1.90425 1.27891  0.0813
H 0.79992 -1.80496 -0.72434  0.0774
H 0.69943 -0.59529 -1.99455  0.0831
H 2.04523 -0.57690 -0.87600  0.0717
H -0.37870 -1.46809 1.40076  0.1293
H -1.11373 0.12441 1.74684  0.1297
H -2.77134 0.14887 -1.41579  0.1331

Properties
SMILES: CC1(C)COC=N1
LUMO energy, hartree: 0.0359
Relative energy (zero: lowest compared OMol25 entry of this formula, charge and spin), kcal/mol: 26.9
Kohn-Sham gap, eV: 10.631

***

Here is a structure of composition C5H9NO from the OMol25 dataset. Energies are from ωB97M-V/def2-TZVPD.

Last column: Löwdin charge in e.
Geometry (Å):
C 1.61025 0.86144 0.18920  -0.0193
C 0.31992 0.05965 0.07924  -0.4484
C 0.01613 -1.20960 0.91070  -0.0573
C -1.03920 0.78975 0.08333  -0.1210
N -1.54594 -0.26833 -0.81686  -0.0080
C -0.17372 -0.55054 -1.22606  -0.4359
O 0.26790 -1.12374 -2.17595  0.1351
H 2.48350 0.24519 -0.04790  0.0839
H 1.74148 1.25205 1.20695  0.0834
H 1.60759 1.72150 -0.49789  0.0837
H 0.88510 -1.90501 0.82043  0.0850
H -1.18825 -1.32839 0.29284  0.1796
H -0.07118 -0.96461 1.97689  0.0617
H -1.52463 0.88997 1.06019  0.1230
H -1.02449 1.73481 -0.45518  0.1177
H -2.36448 -0.20414 -1.39996  0.1369

Properties
LUMO energy, hartree: 0.0301
Relative energy (zero: lowest compared OMol25 entry of this formula, charge and spin), kcal/mol: 71.1
Kohn-Sham gap, eV: 9.895

***

Here is the molecule C5H9NO from the OMol25 dataset. Energies are from ωB97M-V/def2-TZVPD.

Last column: Löwdin charge in e.
Geometry (Å):
C -1.44288 -0.11697 1.27660  -0.0556
C -1.24272 0.07768 -0.20562  -0.3311
N -0.83712 1.40087 -0.67696  0.0521
C 0.04688 0.26310 -0.91589  -0.3021
C 1.41515 0.30452 -0.28350  -0.1233
C 1.95622 -1.05913 0.06390  -0.2568
O 1.35693 -2.09441 -0.10551  0.0523
H -0.77156 0.51512 1.86489  0.0755
H -2.47090 0.15774 1.54207  0.0745
H -1.29039 -1.16440 1.55838  0.0771
H -1.98781 -0.44605 -0.80715  0.1356
H -1.33306 1.67320 -1.51965  0.0924
H 0.05921 -0.15525 -1.92290  0.1427
H 1.42649 0.93663 0.61380  0.1235
H 2.13290 0.77349 -0.97483  0.1239
H 2.98264 -1.06615 0.49236  0.1193

Properties
SMILES: C[C@H]1N[C@H]1CC=O
LUMO energy, hartree: 0.0386
Relative energy (zero: lowest compared OMol25 entry of this formula, charge and spin), kcal/mol: 45.9
Kohn-Sham gap, eV: 10.714

***

Here is a structure of composition C5H9NO from the OMol25 dataset. Energies are from ωB97M-V/def2-TZVPD.

Last column: Löwdin charge in e.
Geometry (Å):
C -0.89099 1.22840 0.30491  -0.0283
C 0.01171 0.06527 -0.05810  -0.5655
C 1.35781 0.52999 -0.56749  -0.0285
C 0.13654 -0.95005 1.06113  0.0425
N -0.92598 -2.01639 -0.48773  0.2463
C -0.66328 -0.82189 -1.06193  -0.6119
O -0.95198 -0.57374 -2.23064  0.0659
H -1.05991 1.82363 -0.59572  0.0962
H -0.39281 1.83421 1.06790  0.0906
H -1.86087 0.88320 0.68328  0.0989
H 1.83924 1.13988 0.20272  0.0916
H 1.19141 1.12132 -1.47104  0.0963
H 1.99981 -0.32217 -0.81984  0.0982
H 1.11747 -1.40586 1.19114  0.1111
H -0.27991 -0.65842 2.03130  0.1172
H -0.62828 -1.87737 0.75009  0.0793

Properties
LUMO energy, hartree: -0.0490
Relative energy (zero: lowest compared OMol25 entry of this formula, charge and spin), kcal/mol: 97.0
Kohn-Sham gap, eV: 8.344

***

Here is a cluster of 2 separate species, C5H9NO in total from the OMol25 dataset. Energies are from ωB97M-V/def2-TZVPD.

Last column: Löwdin charge in e.
Geometry (Å):
C -1.58179 -1.82301 -1.06050  -0.1535
O -0.52765 -2.00940 -0.13355  -0.1506
C -0.33880 0.89627 1.26087  0.0825
C 0.66756 1.43507 0.56753  -0.3562
C 1.47862 0.69965 -0.46881  -0.0551
C 1.02960 2.81380 0.81164  -0.2055
N 1.34003 3.91454 0.99752  0.1459
H -1.38229 -2.32018 -2.01906  0.0810
H -1.65583 -0.74664 -1.23608  0.0786
H -2.54475 -2.17624 -0.66777  0.0815
H -0.89319 1.47522 1.99365  0.0777
H -0.61155 -0.14479 1.10250  0.0509
H -0.44856 -2.95051 0.05997  0.0878
H 2.54294 0.71246 -0.20973  0.0872
H 1.13741 -0.33714 -0.53789  0.0599
H 1.37768 1.17869 -1.44934  0.0879

Properties
SMILES: C=C(C)C#N.CO
LUMO energy, hartree: 0.0175
Relative energy (zero: lowest compared OMol25 entry of this formula, charge and spin), kcal/mol: 47.0
Kohn-Sham gap, eV: 10.389

***

Here is a cluster of 2 separate species, C5H9NO in total from the OMol25 dataset. Energies are from ωB97M-V/def2-TZVPD.

Last column: Löwdin charge in e.
Geometry (Å):
C 0.55943 0.76796 -1.29956  -0.4259
C -0.49512 0.33258 -0.42593  -0.2052
C -0.30162 1.17467 1.47966  0.0458
C -1.86334 -0.19550 -0.64026  -0.0362
C 1.65172 -1.42640 -0.01096  -0.0137
N 0.74445 -0.43504 -0.69137  -0.0001
O 1.20125 1.53288 -1.98643  0.0745
H 0.57504 1.86824 1.28308  0.0474
H 0.20354 0.43151 2.05111  -0.0090
H -1.24948 1.70592 1.67582  0.0360
H -1.84959 -0.97020 -1.37891  0.0853
H -2.37972 0.65268 -0.95609  0.0656
H -2.20036 -0.46536 0.33371  0.0695
H 1.12657 -2.44225 -0.01816  0.0932
H 2.71718 -1.49221 -0.43690  0.1088
H 1.56004 -1.03949 1.02116  0.0640

Properties
LUMO energy, hartree: 0.0256
Relative energy (zero: lowest compared OMol25 entry of this formula, charge and spin), kcal/mol: 113.0
Kohn-Sham gap, eV: 9.469

***

Here is the molecule C5H9NO from the OMol25 dataset. Energies are from ωB97M-V/def2-TZVPD.

Last column: Löwdin charge in e.
Geometry (Å):
C 2.46027 -0.42929 -0.44930  -0.0164
C 1.29024 0.34647 0.08239  -0.4941
N 1.24979 1.61190 0.04914  0.1572
O 0.35639 -0.54103 0.54581  -0.0165
C -0.95875 -0.12373 0.80327  -0.3216
C -1.99508 -0.90058 0.05379  -0.0819
C -1.71901 0.53596 -0.30232  -0.1017
H 3.07292 -0.81821 0.37066  0.0858
H 2.09133 -1.28432 -1.02166  0.0820
H 3.06444 0.21543 -1.08660  0.0802
H 0.39176 1.99682 0.44190  0.0508
H -1.14480 0.17222 1.83336  0.1500
H -1.61138 -1.66612 -0.61597  0.1110
H -2.93353 -1.15300 0.53771  0.1017
H -1.16301 0.74694 -1.20951  0.1080
H -2.45158 1.29053 -0.03267  0.1055

Properties
SMILES: [H]/N=C(/C)OC1CC1
LUMO energy, hartree: 0.0389
Relative energy (zero: lowest compared OMol25 entry of this formula, charge and spin), kcal/mol: 43.5
Kohn-Sham gap, eV: 11.128

***

Here is the molecule C5H9NO from the OMol25 dataset. Energies are from ωB97M-V/def2-TZVPD.

Last column: Löwdin charge in e.
Geometry (Å):
C 0.01929 0.44583 1.72065  -0.0074
C -1.07676 0.82690 0.46269  -0.1168
C -0.10396 1.09975 -0.70074  -0.1149
N 0.20075 -0.31965 -0.56175  -0.1851
C 1.06385 -1.19596 -1.25007  -0.0465
C -1.03143 -0.59792 0.01570  -0.5105
O -1.65140 -1.61444 0.20198  0.0980
H 0.69501 -0.45753 1.65908  0.1023
H -0.56725 0.25596 2.60324  0.0591
H 0.72185 1.27282 1.80767  0.0644
H -2.02663 1.41026 0.54281  0.1453
H -0.49186 1.25352 -1.71835  0.1221
H 0.65068 1.86538 -0.48133  0.1143
H 1.15849 -2.10334 -0.64322  0.0970
H 0.61259 -1.43306 -2.21376  0.0872
H 2.05121 -0.74170 -1.38004  0.0915

Properties
SMILES: C[C@H]1CN(C)C1=O
LUMO energy, hartree: 0.0318
Relative energy (zero: lowest compared OMol25 entry of this formula, charge and spin), kcal/mol: 68.1
Kohn-Sham gap, eV: 9.763

***

Here is the molecule C5H9NO from the OMol25 dataset. Energies are from ωB97M-V/def2-TZVPD.

Last column: Löwdin charge in e.
Geometry (Å):
C 1.66524 -0.89479 -0.04044  -0.0573
C 0.46863 -0.43002 0.77708  -0.2964
N 0.64720 0.97125 1.20121  0.1053
C -0.38087 1.45058 0.40770  -0.4734
O -0.69038 2.56094 0.06001  0.0916
C -0.86770 0.04499 0.07779  -0.2127
C -1.44622 -0.15908 -1.31546  -0.0516
H 1.85616 -0.21144 -0.87350  0.0838
H 1.54546 -1.91149 -0.42493  0.0758
H 2.55698 -0.88907 0.59719  0.0765
H 0.29326 -1.12143 1.61231  0.1344
H 0.89867 1.31760 2.11525  0.1410
H -1.64952 -0.18779 0.81244  0.1445
H -0.87594 0.36445 -2.08762  0.0808
H -2.44433 0.30008 -1.31369  0.0843
H -1.57664 -1.20477 -1.60533  0.0734

Properties
SMILES: C[C@@H]1C(=O)N[C@@H]1C
LUMO energy, hartree: 0.0318
Relative energy (zero: lowest compared OMol25 entry of this formula, charge and spin), kcal/mol: 24.5
Kohn-Sham gap, eV: 10.384

***

Here is the molecule C5H9NO from the OMol25 dataset. Energies are from ωB97M-V/def2-TZVPD.

Last column: Löwdin charge in e.
Geometry (Å):
C -1.57417 0.20326 1.69796  -0.0612
C -0.40710 -0.44895 0.95554  -0.2263
C -0.45166 -0.85028 -0.54501  -0.0880
N 0.66321 0.07267 -0.75846  -0.1060
C 1.54573 0.32608 -1.86356  -0.0322
C 0.67813 0.56088 0.51206  -0.4515
O 1.27280 1.48751 1.01481  0.0767
H -1.97807 1.07772 1.16646  0.0862
H -1.20828 0.57118 2.66921  0.0844
H -2.38669 -0.50153 1.90354  0.0720
H 0.03075 -1.25125 1.56717  0.1435
H -0.18453 -1.87776 -0.82635  0.1147
H -1.35614 -0.56239 -1.10092  0.1192
H 2.30157 1.03006 -1.49547  0.0941
H 2.04403 -0.60222 -2.18109  0.0880
H 1.01041 0.76501 -2.71591  0.0864

Properties
SMILES: C[C@H]1CN(C)C1=O
LUMO energy, hartree: 0.0324
Relative energy (zero: lowest compared OMol25 entry of this formula, charge and spin), kcal/mol: 23.1
Kohn-Sham gap, eV: 10.176